(1)
The following is a DFT calculation (the ωB97M-V functional and the def2-TZVPD basis) of C32H28ClN2O2PV as an isolated structure.

ΔE to the lowest compared entry with this formula, charge and spin = 0.1210 eV
Net charge = +1
Orbital gap (spin up / spin down) = 7.9 / 8.2 eV
HOMO level (spin up / spin down) = -11.008 / -11.173 eV
Spin multiplicity = 3
E_tot = -88209.7262 eV

Cartesian coordinates (Å):
V: -0.25431 -1.42972 -0.74272
C: -0.62102 1.65647 -3.85072
C: -2.00006 1.82912 -3.89392
C: -2.80188 1.13332 -3.01370
C: -2.23232 0.24929 -2.09618
N: -0.88905 0.09518 -2.07211
C: -0.11770 0.78068 -2.91562
C: -2.97612 -0.48388 -1.05474
C: -4.36983 -0.49810 -1.02405
C: -5.01220 -1.17763 -0.00192
C: -4.26448 -1.84783 0.95947
C: -2.87776 -1.86942 0.89009
C: -2.20627 -1.18942 -0.12132
H: 0.04318 2.19101 -4.51273
H: -2.44371 2.51362 -4.60422
H: -3.87145 1.27771 -3.02315
H: 0.95155 0.62644 -2.82156
H: -4.95912 0.00550 -1.77777
H: -6.09252 -1.19550 0.04379
H: -4.77035 -2.37844 1.75612
H: -2.31818 -2.44006 1.62402
N: 1.79479 -1.94573 -1.92617
C: 1.79976 -3.19677 -2.73552
C: 1.09411 -4.34892 -1.99214
C: -0.04963 -3.62992 -1.34464
O: -0.88764 -3.00946 -2.03070
O: 0.11428 -3.27135 -0.11826
H: 2.25110 -1.22403 -2.47294
H: 2.39037 -2.06812 -1.10847
H: 2.81659 -3.48577 -3.00508
H: 1.23907 -2.97704 -3.64321
H: 1.73181 -4.78565 -1.22610
H: 0.78890 -5.11181 -2.70469
Cl: 0.27273 -2.41170 2.58041
C: -0.18712 -0.90050 3.29925
C: -0.74557 -0.91561 4.56921
C: -1.10981 0.28109 5.16194
C: -0.90573 1.47868 4.48914
C: -0.35243 1.47549 3.22053
C: 0.01259 0.28015 2.59540
P: 0.70312 0.27138 0.90948
C: 2.50712 0.17807 1.11205
C: 3.11252 -0.04812 2.34316
C: 4.49341 -0.16468 2.43052
C: 5.28035 -0.04700 1.29676
C: 4.68618 0.19676 0.06390
C: 3.30897 0.30269 -0.02524
C: 0.36837 1.95970 0.32229
C: 1.35176 2.93061 0.16516
C: 1.01768 4.18716 -0.32601
C: -0.29557 4.48247 -0.65151
C: -1.28531 3.52235 -0.47731
C: -0.95582 2.26741 0.00353
H: -0.88644 -1.86029 5.07466
H: -1.54875 0.27353 6.15011
H: -1.17574 2.41894 4.94928
H: -0.20180 2.41781 2.71290
H: 2.51395 -0.13161 3.23978
H: 4.95216 -0.34393 3.39358
H: 6.35570 -0.13403 1.37215
H: 5.29635 0.31231 -0.82234
H: 2.85575 0.52758 -0.98621
H: 2.37880 2.72077 0.43300
H: 1.78938 4.93615 -0.44331
H: -0.55276 5.46246 -1.03061
H: -2.31666 3.75114 -0.71157
H: -1.73732 1.52901 0.14677

=====

(2)
The following is a DFT calculation (the ωB97M-V functional and the def2-TZVPD basis) of C32H28F3N5O4PRu as an isolated structure at a distorted geometry.

ΔE to the lowest compared entry with this formula, charge and spin = 1.8931 eV
Net charge = +2
Orbital gap (spin up / spin down) = 4.8 / 2.4 eV
HOMO level (spin up / spin down) = -12.297 / -12.089 eV
Spin multiplicity = 6
E_tot = -69280.3499 eV

Cartesian coordinates (Å):
Ru: 9.08605 13.51538 8.68322
O: 8.04023 20.72940 6.80371
N: 7.51646 19.92547 7.60096
O: 6.42104 20.11261 8.21221
C: 8.23785 18.68314 7.74817
C: 9.26822 18.51275 6.83464
C: 9.84151 17.21940 6.60958
C: 10.79205 16.91295 5.62466
C: 11.24201 15.58868 5.50114
C: 10.77893 14.60278 6.38856
N: 9.87316 14.90899 7.35422
C: 9.31811 16.15218 7.38921
C: 8.41722 16.40148 8.48306
N: 8.23093 15.37678 9.36125
C: 7.71707 15.63832 10.59845
C: 7.09761 16.86164 10.85571
C: 7.07123 17.91336 9.93981
C: 7.79570 17.70653 8.72619
H: 9.62711 19.39950 6.29027
H: 11.13520 17.63968 4.89905
H: 11.98262 15.33258 4.75276
H: 11.13320 13.55873 6.36087
H: 7.79001 14.90253 11.38597
H: 6.54402 16.92469 11.76745
H: 6.61057 18.91503 10.07815
C: 13.57985 10.39652 8.46064
C: 13.11448 9.44857 9.52265
C: 13.70177 9.03123 10.73193
C: 12.82409 8.07338 11.27541
N: 11.78785 7.83622 10.45663
N: 11.94422 8.67841 9.38304
C: 12.94636 7.34639 12.59860
H: 14.67172 10.44773 8.48205
H: 13.21276 11.43367 8.54030
H: 13.34369 10.03594 7.40884
H: 14.59798 9.47300 11.20414
H: 11.18888 8.76005 8.70414
H: 12.30197 7.77336 13.33908
H: 12.61784 6.34380 12.44446
H: 13.99542 7.38756 12.95650
F: 13.05057 11.85467 11.32121
C: 12.33763 12.99152 11.48497
F: 11.62741 12.93985 12.60890
F: 13.32102 13.96564 11.60047
C: 11.44002 13.20608 10.17093
O: 12.00681 12.95530 9.06768
O: 10.29387 13.56153 10.39387
C: 6.16195 12.98094 7.55467
P: 7.64550 12.02144 8.17305
C: 8.05077 10.75867 6.97753
C: 7.84959 11.08200 5.65270
C: 7.88935 10.08750 4.66576
C: 8.32072 8.81845 4.99840
C: 8.59478 8.51138 6.32987
C: 8.40506 9.45384 7.32326
C: 7.06964 11.11404 9.57910
C: 5.94831 10.26238 9.40004
C: 5.52884 9.42593 10.46243
C: 6.19667 9.40634 11.69266
C: 7.23806 10.35258 11.91597
C: 7.68233 11.15888 10.86198
H: 5.52146 12.34208 6.97061
H: 6.45493 13.82968 6.86642
H: 5.71004 13.46879 8.40130
H: 7.56636 12.12564 5.40096
H: 7.76081 10.35064 3.60173
H: 8.36090 7.99982 4.29196
H: 9.03475 7.51643 6.53653
H: 8.36595 9.18318 8.37996
H: 5.50412 10.26331 8.41049
H: 4.67762 8.80561 10.21483
H: 5.86110 8.73903 12.48727
H: 7.74591 10.56505 12.86024
H: 8.47455 11.89010 10.97741

=====

(3)
The following is a DFT calculation (the ωB97M-V functional and the def2-TZVPD basis) of C32H28FeN6O3SSe2 as an isolated structure at a distorted geometry.

ΔE to the lowest compared entry with this formula, charge and spin = 4.1526 eV
Orbital gap (spin up / spin down) = 6.5 / 6.5 eV
HOMO level (spin up / spin down) = -6.447 / -6.463 eV
Spin multiplicity = 1
E_tot = -224633.9312 eV

Cartesian coordinates (Å):
Fe: -0.52615 0.22854 0.13738
O: -3.95617 -1.92007 -0.14392
C: -2.79548 -1.51840 -0.04504
N: -2.29594 -0.44284 0.54577
C: -2.94703 0.40103 1.44861
C: -4.31378 0.58250 1.58440
C: -4.78690 1.49741 2.52439
C: -3.90112 2.20845 3.31299
C: -2.52251 2.01895 3.19849
C: -2.03472 1.10997 2.26895
N: -0.69106 0.73213 2.04205
C: 0.26845 1.00925 2.91473
O: 0.25252 1.77812 3.87966
C: 2.66022 0.51648 1.70522
C: 3.95491 1.15512 1.83558
C: 5.02641 0.51392 1.30994
C: 4.95296 -0.81552 0.77996
C: 3.79742 -1.51995 0.95947
N: 2.74622 -0.84987 1.44628
C: -1.65120 -2.35766 -0.58559
C: -1.90357 -3.51290 -1.31077
C: -0.83532 -4.26669 -1.75931
C: 0.45473 -3.84646 -1.45968
C: 0.61275 -2.68465 -0.72411
N: -0.40897 -1.95274 -0.28978
H: -4.98581 0.00833 0.96283
H: -5.85384 1.64911 2.63236
H: -4.27548 2.92152 4.03737
H: -1.83278 2.55833 3.82724
H: 4.03197 2.13038 2.29567
H: 5.99409 0.99878 1.33958
H: 5.82067 -1.29724 0.35840
H: 3.68323 -2.58120 0.78409
H: -2.93485 -3.78051 -1.49402
H: -0.99925 -5.17173 -2.33064
H: 1.32170 -4.40573 -1.78551
H: 1.59998 -2.31739 -0.46827
Se: 1.61644 1.29369 -0.08698
Se: 0.83794 3.39109 0.62617
C: -0.83189 3.23128 -0.28913
C: -1.41002 4.39375 -0.78611
C: -2.59854 4.29639 -1.48144
C: -3.15730 3.04299 -1.67920
C: -2.51574 1.94026 -1.15476
N: -1.37570 2.02335 -0.45100
C: 1.57119 0.18508 2.76088
C: 2.21242 0.05398 4.11866
C: 2.27075 -1.11761 4.74423
C: 1.75420 -2.33556 4.12145
C: 1.42892 -2.35046 2.83218
N: 1.48604 -1.15459 2.06383
H: -0.91988 5.34564 -0.63843
H: -3.07137 5.18468 -1.87991
H: -4.08321 2.91291 -2.22067
H: -2.92298 0.94655 -1.26580
H: 2.57726 0.96360 4.57259
H: 2.69316 -1.18450 5.73803
H: 1.63375 -3.23033 4.71782
H: 1.04694 -3.22026 2.31262
O: -0.72428 -0.11978 -2.17721
S: 0.19478 0.58069 -3.13654
C: -0.45711 0.22189 -4.80541
C: 0.62823 -0.50107 -5.61395
C: 1.96002 -0.28545 -4.88864
C: 1.64441 -0.46688 -3.41342
H: -0.74901 1.17411 -5.24528
H: -1.35249 -0.37424 -4.63318
H: 0.66129 -0.14033 -6.64101
H: 0.40798 -1.56883 -5.65011
H: 2.33663 0.72453 -5.07175
H: 2.72836 -0.98324 -5.22055
H: 2.43389 -0.16486 -2.72673
H: 1.31861 -1.48523 -3.18606

=====

(4)
The following is a DFT calculation (the ωB97M-V functional and the def2-TZVPD basis) of C32H28GeKN3O3S2 as an isolated structure at a distorted geometry.

ΔE to the lowest compared entry with this formula, charge and spin = 1.0481 eV
Net charge = -2
Orbital gap = 5.8 eV
HOMO level = -1.592 eV
Spin multiplicity = 1
E_tot = -138763.4418 eV

Cartesian coordinates (Å):
K: 2.68158 -1.03649 1.15748
C: -2.39222 -2.47599 1.46676
N: -1.14796 -2.76121 0.79452
C: -1.33723 -2.86039 -0.63814
C: -0.52020 -3.95020 1.38570
C: 0.73175 -4.43300 0.68273
C: 0.71359 -5.71040 0.12134
C: 1.83663 -6.21126 -0.52694
C: 2.96643 -5.41043 -0.61293
C: 2.96034 -4.13407 -0.05106
C: 1.85751 -3.58777 0.63234
H: -3.13311 -3.29194 1.34869
H: -2.83091 -1.55638 1.07251
H: -2.20461 -2.33749 2.53419
H: -2.03755 -3.67059 -0.92089
H: -0.37710 -3.05097 -1.11297
H: -1.73551 -1.91406 -1.01418
H: -1.25829 -4.77754 1.43225
H: -0.26484 -3.68143 2.41616
H: -0.18142 -6.32802 0.18922
H: 1.82600 -7.21001 -0.95263
H: 3.85126 -5.78381 -1.12464
H: 3.86811 -3.53757 -0.15397
S: 0.39868 0.95192 2.69873
C: 0.91988 2.56744 2.96178
C: 1.30188 2.91999 4.28899
N: 1.59917 3.17450 5.37199
C: 0.90408 3.51905 1.98117
S: 0.41787 3.17676 0.32885
C: 1.24997 4.86010 2.26730
N: 1.51939 5.95668 2.50409
Ge: -1.27227 1.69330 0.76480
C: -2.39235 2.48737 2.20012
C: -2.52809 3.87263 2.22613
C: -3.17961 4.50757 3.27526
C: -3.73078 3.75681 4.30246
C: -3.62635 2.37212 4.27235
C: -2.94776 1.74504 3.23802
C: -2.33831 2.16133 -0.89759
C: -3.09688 1.14660 -1.47869
C: -3.86583 1.36710 -2.61227
C: -3.89050 2.62661 -3.19524
C: -3.14557 3.65429 -2.63317
C: -2.37824 3.41890 -1.49957
H: -1.31938 0.17030 0.55084
H: -2.10805 4.46859 1.42235
H: -3.23267 5.58998 3.29458
H: -4.22339 4.24581 5.13462
H: -4.05777 1.77908 5.07077
H: -2.82757 0.66740 3.24833
H: -3.07124 0.15582 -1.03106
H: -4.43862 0.55764 -3.05105
H: -4.47702 2.80382 -4.08952
H: -3.16076 4.64044 -3.08407
H: -1.78598 4.22622 -1.08251
O: 6.39013 -0.03991 -2.81063
C: 5.06210 -0.07336 -3.13926
C: 4.66089 -0.04767 -4.47126
C: 3.31387 -0.06058 -4.80364
C: 2.36021 -0.08089 -3.79993
C: 2.77086 -0.09088 -2.47370
C: 4.11383 -0.10640 -2.12009
C: 4.46976 -0.21463 -0.63015
O: 5.20787 -1.15912 -0.29808
O: 3.88898 0.60265 0.12065
H: 6.90123 -0.04389 -3.62178
H: 5.41422 -0.01424 -5.25473
H: 3.01891 -0.04690 -5.84634
H: 1.30537 -0.07950 -4.04478
H: 2.03358 -0.07496 -1.68060

=====

Repeat the fourth record exactly.
The following is a DFT calculation (the ωB97M-V functional and the def2-TZVPD basis) of C32H28GeKN3O3S2 as an isolated structure at a distorted geometry.

ΔE to the lowest compared entry with this formula, charge and spin = 1.0481 eV
Net charge = -2
Orbital gap = 5.8 eV
HOMO level = -1.592 eV
Spin multiplicity = 1
E_tot = -138763.4418 eV

Cartesian coordinates (Å):
K: 2.68158 -1.03649 1.15748
C: -2.39222 -2.47599 1.46676
N: -1.14796 -2.76121 0.79452
C: -1.33723 -2.86039 -0.63814
C: -0.52020 -3.95020 1.38570
C: 0.73175 -4.43300 0.68273
C: 0.71359 -5.71040 0.12134
C: 1.83663 -6.21126 -0.52694
C: 2.96643 -5.41043 -0.61293
C: 2.96034 -4.13407 -0.05106
C: 1.85751 -3.58777 0.63234
H: -3.13311 -3.29194 1.34869
H: -2.83091 -1.55638 1.07251
H: -2.20461 -2.33749 2.53419
H: -2.03755 -3.67059 -0.92089
H: -0.37710 -3.05097 -1.11297
H: -1.73551 -1.91406 -1.01418
H: -1.25829 -4.77754 1.43225
H: -0.26484 -3.68143 2.41616
H: -0.18142 -6.32802 0.18922
H: 1.82600 -7.21001 -0.95263
H: 3.85126 -5.78381 -1.12464
H: 3.86811 -3.53757 -0.15397
S: 0.39868 0.95192 2.69873
C: 0.91988 2.56744 2.96178
C: 1.30188 2.91999 4.28899
N: 1.59917 3.17450 5.37199
C: 0.90408 3.51905 1.98117
S: 0.41787 3.17676 0.32885
C: 1.24997 4.86010 2.26730
N: 1.51939 5.95668 2.50409
Ge: -1.27227 1.69330 0.76480
C: -2.39235 2.48737 2.20012
C: -2.52809 3.87263 2.22613
C: -3.17961 4.50757 3.27526
C: -3.73078 3.75681 4.30246
C: -3.62635 2.37212 4.27235
C: -2.94776 1.74504 3.23802
C: -2.33831 2.16133 -0.89759
C: -3.09688 1.14660 -1.47869
C: -3.86583 1.36710 -2.61227
C: -3.89050 2.62661 -3.19524
C: -3.14557 3.65429 -2.63317
C: -2.37824 3.41890 -1.49957
H: -1.31938 0.17030 0.55084
H: -2.10805 4.46859 1.42235
H: -3.23267 5.58998 3.29458
H: -4.22339 4.24581 5.13462
H: -4.05777 1.77908 5.07077
H: -2.82757 0.66740 3.24833
H: -3.07124 0.15582 -1.03106
H: -4.43862 0.55764 -3.05105
H: -4.47702 2.80382 -4.08952
H: -3.16076 4.64044 -3.08407
H: -1.78598 4.22622 -1.08251
O: 6.39013 -0.03991 -2.81063
C: 5.06210 -0.07336 -3.13926
C: 4.66089 -0.04767 -4.47126
C: 3.31387 -0.06058 -4.80364
C: 2.36021 -0.08089 -3.79993
C: 2.77086 -0.09088 -2.47370
C: 4.11383 -0.10640 -2.12009
C: 4.46976 -0.21463 -0.63015
O: 5.20787 -1.15912 -0.29808
O: 3.88898 0.60265 0.12065
H: 6.90123 -0.04389 -3.62178
H: 5.41422 -0.01424 -5.25473
H: 3.01891 -0.04690 -5.84634
H: 1.30537 -0.07950 -4.04478
H: 2.03358 -0.07496 -1.68060

=====

Question: Which value of ΔE to the lowest compared entry with this formula, charge and spin does entry 2 give?
Answer: 1.8931 eV